DFT (ωB97M-V with the def2-TZVPD basis set) results for the molecule C17H27NO4.

Each line ends with the Löwdin charge.
Atoms and positions in Å:
C: -6.005064 -0.795618 -0.544289  -0.096
C: -4.973396 -0.513003 -1.425027  -0.081
C: -3.876462 0.211803 -0.998835  -0.040
C: -3.792483 0.658504 0.314625  -0.233
C: -2.593136 1.454675 0.757332  -0.154
N: -1.360259 0.862827 0.258127  -0.177
C: -0.215580 1.749507 0.345522  -0.155
C: 0.709089 1.601776 -0.871242  -0.185
O: 1.604760 2.700354 -0.952049  -0.134
C: 2.973826 2.383650 -0.888229  -0.182
C: 3.431908 1.993885 0.530639  -0.176
O: 4.682100 1.338368 0.585568  -0.127
C: 4.767118 0.057347 0.001284  -0.179
C: 3.856060 -0.999523 0.635759  -0.181
O: 3.914700 -2.160070 -0.173937  -0.133
C: 2.839610 -3.043443 0.020861  -0.186
C: 1.527558 -2.588188 -0.635030  -0.187
O: 0.873756 -1.630476 0.169717  -0.185
C: -0.478271 -1.425573 -0.185920  -0.189
C: -1.128549 -0.458927 0.812836  -0.139
C: -4.828388 0.369184 1.191441  -0.048
C: -5.931074 -0.351212 0.763870  -0.087
H: -6.863384 -1.360520 -0.876935  0.099
H: -5.027886 -0.857143 -2.447631  0.101
H: -3.065848 0.435545 -1.674943  0.112
H: -2.595362 1.554417 1.856891  0.129
H: -2.673382 2.459406 0.330773  0.130
H: 0.358071 1.587769 1.272425  0.122
H: -0.557999 2.786388 0.347559  0.123
H: 0.087129 1.612318 -1.775350  0.130
H: 1.252618 0.655349 -0.831175  0.106
H: 3.203778 1.570064 -1.589136  0.117
H: 3.499675 3.281542 -1.220290  0.130
H: 3.565951 2.893446 1.135543  0.133
H: 2.649962 1.384651 1.000117  0.103
H: 4.553302 0.084455 -1.075100  0.117
H: 5.811494 -0.235230 0.126955  0.132
H: 2.823997 -0.639814 0.680205  0.098
H: 4.187113 -1.231754 1.658600  0.138
H: 2.660565 -3.210952 1.091270  0.133
H: 3.152024 -3.981360 -0.444557  0.127
H: 0.877502 -3.467232 -0.759331  0.124
H: 1.740085 -2.172675 -1.631360  0.137
H: -0.555044 -1.016790 -1.202163  0.126
H: -0.999833 -2.394502 -0.169424  0.124
H: -2.094078 -0.872066 1.107901  0.119
H: -0.482455 -0.423701 1.704577  0.132
H: -4.774075 0.710945 2.215826  0.109
H: -6.731753 -0.568420 1.455750  0.101

Atoms 1-3, force components in eV/Å:
-0.11 -0.06 0.02
-0.01 -0.01 -0.08
-0.01 0.02 0.03

Summary:
Highest occupied orbital energy   -8.703 eV
E_LUMO   0.87 eV
Total energy   -27744.967 eV
Total charge   0
SMILES   c1ccc(CN2CCOCCOCCOCCOCC2)cc1


DFT (ωB97M-V with the def2-TZVPD basis set) results for a structure of composition C4H9NO2.

Each line ends with the Löwdin charge.
Atoms and positions in Å:
C: 0.817747 0.083886 -0.433950  -0.475
C: 2.320754 0.115231 -0.567880  -0.066
N: 0.533867 0.146829 1.435405  0.115
O: 0.169938 -0.999884 -0.617898  -0.170
H: 0.067914 -0.808629 1.193775  0.133
H: 0.336758 1.043747 -0.686372  0.120
H: 1.333222 0.141144 2.059322  0.087
H: -0.158786 0.840689 1.695874  0.064
H: 2.757149 -0.800329 -0.171351  0.080
H: 2.559281 0.174015 -1.629589  0.081
H: 2.753031 0.975738 -0.059980  0.071
C: -2.803312 -0.586516 -0.783666  0.015
C: -2.536430 0.338691 0.080067  -0.294
O: -2.373693 1.224123 0.827130  0.127
H: -1.969661 -1.116729 -1.221265  0.050
H: -3.807779 -0.772007 -1.119620  0.064

Atoms 1-3, force components in eV/Å:
-0.67 -1.41 -0.59
-0.02 -0.02 0.16
-0.82 -1.28 -0.39

Summary:
Highest occupied orbital energy   -8.922 eV
E_LUMO   0.80 eV
Total energy   -9876.769 eV
Total charge   0


DFT (ωB97M-V with the def2-TZVPD basis set) results for a structure of composition C5H20NaO5.

Each line ends with the Löwdin charge.
Atoms and positions in Å:
Na: 6.133914 -3.684944 -26.034119  0.523
C: 3.372761 -2.797315 -27.337936  -0.081
O: 4.049100 -4.103166 -27.282632  -0.153
H: 4.107159 -1.993277 -27.385645  0.081
H: 2.807180 -2.723318 -28.266784  0.089
H: 2.792997 -2.676395 -26.422862  0.084
H: 3.318776 -4.695682 -27.089915  0.083
C: 7.917404 -4.646706 -28.858691  -0.108
O: 6.700004 -3.953276 -28.555015  -0.138
H: 8.319198 -4.982741 -27.902784  0.081
H: 7.680129 -5.562817 -29.399553  0.084
H: 8.582401 -4.062822 -29.495040  0.091
H: 6.385588 -3.560056 -29.372407  0.091
C: 4.130567 -5.181342 -23.788216  -0.098
O: 5.186846 -5.275513 -24.752827  -0.157
H: 4.357641 -4.459130 -23.004028  0.087
H: 3.223801 -4.859554 -24.300389  0.082
H: 3.960868 -6.111381 -23.245676  0.092
H: 5.056433 -6.090400 -25.243276  0.099
C: 6.138243 -1.263549 -23.429993  -0.137
O: 5.217079 -1.657244 -24.422028  -0.117
H: 6.800391 -2.116722 -23.282529  0.064
H: 6.680453 -0.322533 -23.522733  0.093
H: 5.639151 -1.197858 -22.463189  0.087
H: 4.347315 -1.286993 -24.254633  0.092
C: 9.807386 -2.639165 -24.850712  -0.142
O: 8.540981 -3.195046 -24.709367  -0.129
H: 9.839088 -1.558090 -24.986330  0.087
H: 10.426430 -2.891604 -23.989807  0.095
H: 10.208806 -3.063546 -25.770969  0.083
H: 8.555705 -3.716663 -23.903581  0.090

Atoms 1-3, force components in eV/Å:
0.02 0.33 -0.21
0.70 -0.57 -0.18
-0.55 1.31 0.10

Summary:
Highest occupied orbital energy   -13.693 eV
E_LUMO   -2.63 eV
Total energy   -20157.270 eV
Total charge   +1


DFT (ωB97M-V with the def2-TZVPD basis set) results for a cluster of 2 separate species, C4H12O2 in total.

Each line ends with the Löwdin charge.
Atoms and positions in Å:
C: 0.674912 -2.254121 0.728727  -0.113
C: 0.140534 -1.377467 -0.385619  -0.274
C: 0.786566 -0.034556 -0.637031  -0.218
C: -0.064085 0.935046 -1.427578  -0.262
O: 0.235970 2.315612 -1.145366  -0.092
H: 1.768576 -2.295252 0.748811  0.073
H: 0.359440 -3.294619 0.768887  0.069
H: 0.399253 -1.849524 1.706728  0.064
H: 0.081744 -2.035873 -1.259868  0.112
H: -0.911279 -1.116536 -0.207949  0.093
H: 1.097835 0.455878 0.304946  0.115
H: 1.797056 -0.065668 -1.066401  0.121
H: -1.125228 0.753921 -1.205768  0.106
H: 0.074812 0.922007 -2.509334  0.121
H: 0.596659 2.400375 -0.245612  0.076
O: -1.536085 0.292638 2.335831  -0.059
H: -1.253411 1.085955 2.809678  0.040
H: -1.619607 0.547550 1.399685  0.029

Atoms 1-3, force components in eV/Å:
0.73 0.49 1.32
-1.04 -0.75 -0.42
1.75 0.47 0.19

Summary:
Highest occupied orbital energy   -10.392 eV
E_LUMO   0.64 eV
Total energy   -8436.987 eV
Total charge   0
SMILES   CCCCO.O


DFT (ωB97M-V with the def2-TZVPD basis set) results for a cluster of 2 separate species, C5H12N3O2 in total.

Each line ends with the Löwdin charge.
Atoms and positions in Å:
C: -1.478145 0.442228 -0.004581  -0.208
C: -0.742234 -0.603313 0.097535  0.161
C: -0.873798 1.790051 -0.289451  0.005
C: -3.025314 0.603872 -0.012923  0.038
C: -0.534864 -1.955298 0.423728  -0.231
N: 2.224329 -1.127217 0.550087  0.164
N: 3.715039 0.863565 0.014636  0.081
N: 1.638041 -0.155396 0.198667  -0.074
O: -0.433602 -2.886114 -0.646147  -0.020
O: 2.279445 0.981146 -0.186823  -0.108
H: -0.080470 1.796239 -0.931749  0.063
H: -0.601776 2.139933 0.626035  0.086
H: -1.584803 2.394945 -0.661598  0.053
H: -3.394612 1.362169 -0.797187  0.140
H: -3.209951 0.906157 0.912355  0.046
H: -3.452914 -0.398943 -0.198751  0.104
H: 0.217113 -2.479399 1.077975  0.161
H: -1.538046 -2.179827 0.951469  0.198
H: 3.199950 -1.241802 0.482080  0.080
H: 4.028266 1.178722 -0.871026  0.088
H: 4.163500 1.241053 0.814194  0.093
H: -0.515162 -2.672771 -1.548518  0.079

Atoms 1-3, force components in eV/Å:
-0.20 1.42 -1.69
-0.29 -0.28 1.23
-0.01 -2.27 0.60

Summary:
Highest occupied orbital energy   -14.197 eV
E_LUMO   -5.16 eV
Total energy   -13929.727 eV
Total charge   +1


DFT (ωB97M-V with the def2-TZVPD basis set) results for a structure of composition C17H27NO3RhSe.

Each line ends with the Löwdin charge.
Atoms and positions in Å:
Rh: 1.047533 0.572774 -0.143386  0.867
C: 3.916867 1.846520 -0.750094  -0.034
O: 3.132609 0.811945 -0.106607  -0.345
C: 3.593438 0.475167 1.214964  -0.140
C: 2.697484 1.166138 2.202921  -0.143
O: 1.388754 0.617906 1.968059  -0.309
C: 0.362913 1.118255 2.851754  -0.021
H: 4.947441 1.500032 -0.811000  0.108
H: 3.854259 2.781222 -0.196270  0.060
H: 3.509587 1.973019 -1.748991  0.106
H: 4.637483 0.758029 1.336135  0.147
H: 3.507057 -0.607661 1.311611  0.133
H: 2.675436 2.247690 2.036780  0.132
H: 3.007870 0.968967 3.230636  0.152
H: 0.598045 0.803505 3.867938  0.111
H: -0.573143 0.676132 2.525771  0.080
H: 0.311967 2.205985 2.793392  0.103
C: -3.349575 1.561190 -1.166739  -0.053
C: -3.584578 0.435927 -0.159989  -0.360
C: -3.322343 0.888753 1.276540  -0.049
C: -2.862066 -0.840008 -0.562934  -0.112
C: -3.655620 -1.930216 -0.903554  -0.011
C: -3.118396 -3.132702 -1.324531  -0.043
C: -1.747700 -3.238188 -1.415527  -0.019
C: -0.904949 -2.179894 -1.071735  -0.136
C: 0.582713 -2.419686 -1.228659  -0.366
C: 1.318480 -2.373577 0.098965  -0.036
C: 1.177097 -1.487645 -2.274303  -0.030
C: -1.465416 -0.985473 -0.618068  -0.189
O: -0.777997 0.114945 -0.124434  -0.317
H: -3.979347 2.421236 -0.936106  0.090
H: -3.581856 1.234466 -2.180876  0.092
H: -2.313204 1.891335 -1.154788  -0.010
H: -4.647930 0.189919 -0.217891  0.129
H: -2.282933 1.184381 1.408737  0.038
H: -3.549408 0.092297 1.987281  0.090
H: -3.951063 1.745853 1.521460  0.088
H: -4.731193 -1.816917 -0.844745  0.122
H: -3.756224 -3.964937 -1.586394  0.116
H: -1.301532 -4.162989 -1.760766  0.120
H: 0.719995 -3.434837 -1.607433  0.140
H: 1.312991 -1.370434 0.553025  0.027
H: 2.361863 -2.675115 -0.004314  0.099
H: 0.837350 -3.002066 0.847265  0.108
H: 1.018723 -0.436534 -1.953248  0.036
H: 0.661012 -1.561183 -3.229463  0.106
H: 2.245256 -1.642005 -2.422836  0.098
Se: 0.109269 2.686326 -0.507181  0.861
C: 1.515937 3.802268 -0.136717  -0.727
N: 2.407056 4.489866 0.116346  0.088

Atoms 1-3, force components in eV/Å:
0.74 -1.28 0.74
0.14 -0.04 -0.08
0.25 0.16 -0.16

Summary:
Highest occupied orbital energy (spin up / spin down)   -11.225 / -11.681 eV
E_LUMO (spin up / spin down)   -6.16 / -5.28 eV
Total energy   -94044.777 eV
Total charge   +1


DFT (ωB97M-V with the def2-TZVPD basis set) results for the molecule C4H7IO.

Each line ends with the Löwdin charge.
Atoms and positions in Å:
C: 1.187504 0.970374 -0.148480  -0.051
C: -0.228601 1.114064 0.105170  -0.658
O: -0.894096 2.099873 0.139896  0.022
C: -0.762933 -0.216599 0.631772  -0.571
C: -0.239410 -1.414291 -0.271380  -0.167
I: -3.027797 0.021904 0.353557  0.734
H: 1.768135 0.226417 0.591987  0.138
H: 1.342026 2.071314 0.124242  0.121
H: 1.543183 0.519182 -1.159208  0.126
H: -0.234029 -0.582815 1.597094  0.130
H: 0.744390 -1.626005 -0.254534  0.013
H: -0.343327 -0.890221 -1.313714  0.104
H: -0.855045 -2.293196 -0.396406  0.060

Atoms 1-3, force components in eV/Å:
3.68 0.47 0.19
-1.75 -3.34 2.01
0.32 1.20 -0.70

Summary:
Highest occupied orbital energy   -9.195 eV
E_LUMO   0.19 eV
Total energy   -14407.218 eV
Total charge   0
SMILES   CC(=O)[C@H](C)I